Entry 1:
4 unconnected molecules or ions with the total composition C3H15N2O3. Source: the OMol25 dataset; level of theory: the ωB97M-V functional and the def2-TZVPD basis.

Calculated values
E_tot = -12471.1531 eV
energy relative to the best compared isomer or geometry (same formula, charge and spin) = 0.683 eV
net charge = +1
highest occupied orbital energy = -14.5 eV
frontier orbital gap = 11.44 eV

Structure (XYZ):
```
23
Properties=species:S:1:pos:R:3:forces:R:3
O 0.3280 2.5875 -0.7945 0.331 -0.749 0.103
O -1.9437 -1.6824 -0.4162 0.332 -0.129 0.125
O -1.6926 1.0307 -1.9071 -1.227 0.217 0.502
N 0.8551 -0.6005 -1.4119 -1.613 0.048 -0.504
N 0.5885 -1.1976 0.7806 -0.208 0.729 -0.257
C 0.7920 0.7167 2.4137 1.197 1.290 -1.678
C 0.8440 -0.7749 2.1649 0.223 -0.298 0.706
C 1.3285 -0.7417 -0.2049 0.511 -0.541 -0.440
H -2.5630 0.9998 -2.3335 0.415 -0.297 -0.743
H -1.7784 -2.5663 -0.0670 -0.436 -0.244 -0.189
H 0.0973 -1.2432 2.7924 -0.044 -0.452 0.004
H 2.3940 -0.6150 -0.0607 0.009 0.463 0.247
H 1.2726 -0.2412 -2.2501 1.137 -0.024 0.282
H -0.1561 -0.6201 -1.5419 -0.050 -0.169 0.275
H -2.8025 -1.4195 -0.0725 -0.132 -0.039 0.015
H 1.2728 1.2525 1.5745 -0.158 -0.346 -0.170
H 1.4683 1.0710 3.1892 -0.564 -0.433 0.711
H -0.1402 3.4092 -0.6731 -0.177 0.406 -0.100
H 1.8143 -1.1792 2.4499 0.026 0.022 0.078
H -0.1848 1.1872 2.4246 -0.260 -0.305 0.539
H -2.0052 1.4340 -1.0808 0.653 -0.069 0.208
H -0.3670 -1.4252 0.5038 -0.010 0.444 0.278
H -0.1552 2.0784 -1.4615 0.046 0.478 0.010
```
Forces are in eV/Å.



Entry 2:
A molecular structure, C32H43BCl2N7O2SV. Source: the OMol25 dataset; level of theory: the ωB97M-V functional and the def2-TZVPD basis.

Calculated values
E_tot = -110638.8059 eV
net charge = +2
highest occupied orbital energy (spin up / spin down) = -14.5 / -14.5 eV
frontier orbital gap (spin up / spin down) = 5.47 / 5.46 eV

Structure (XYZ):
```
89
Properties=species:S:1:pos:R:3:forces:R:3
V 0.2530 0.2497 -0.3323 1.515 -0.165 1.875
Cl -3.1661 0.5721 -3.0241 -0.113 -0.053 -0.080
Cl -0.9141 -1.9871 -7.1680 -0.017 -0.061 -0.119
S 2.0087 1.6398 -1.0481 -0.267 -0.434 0.555
O 1.3975 -1.4475 -1.3516 -0.166 0.489 0.314
O -0.4995 0.0646 -1.7649 -1.475 0.330 -1.425
N 1.6725 -0.0773 1.1507 -0.004 -0.238 -0.104
N -0.6166 1.8543 0.3427 -0.029 -0.300 -0.265
N -1.2260 -0.6590 2.0323 -0.270 0.044 0.457
N 1.0561 0.2083 2.3498 0.029 0.187 0.408
N -0.8086 1.7653 1.6977 -0.057 0.278 0.566
N -1.1013 -1.1633 0.7662 0.627 0.378 -0.352
N 2.1501 0.9839 -3.7876 -0.017 -0.056 0.113
C -2.4711 -1.0880 4.1708 0.053 0.120 0.050
C -1.1310 3.8521 -1.3884 0.072 -0.020 -0.179
C -0.7716 3.1140 -2.6736 0.014 -0.039 0.150
C -1.8179 -0.2026 -3.7467 0.180 0.213 0.784
C -1.9397 -4.6923 0.2621 0.017 0.024 -0.001
C 3.1250 -0.3007 2.8298 -0.204 -0.114 -0.149
C -2.5637 -2.3794 1.9477 0.119 0.083 -0.107
C -2.2155 -3.3048 -0.3425 -0.007 -0.003 -0.156
C -2.5697 4.3746 -1.5647 -0.034 0.000 0.061
C -1.9173 -2.2588 0.7180 -0.294 -0.133 0.303
C -1.0936 3.0877 -0.0625 -0.277 0.603 0.237
C -1.7583 3.1280 3.5672 0.014 -0.101 0.130
C 4.2174 -1.2947 -0.7570 -0.181 0.051 0.075
C -0.1620 5.0405 -1.2378 -0.003 -0.030 0.017
C -0.8324 -1.4399 -5.5637 -0.073 0.115 0.327
C 2.9729 -0.4159 1.4470 0.196 0.029 0.419
C -0.6658 -0.4297 -2.9712 0.112 -0.822 -1.828
C 4.2600 -0.7834 0.6808 0.173 0.043 -0.181
C -2.1039 -1.3638 2.7566 -0.030 -0.181 -0.256
C 2.0893 1.2664 -2.6681 0.010 -0.070 -0.582
C -1.3980 -3.1911 -1.6116 0.032 0.041 0.105
C 0.2576 -1.7787 -4.7644 0.152 -0.117 -0.133
C 1.6028 0.3223 4.7983 -0.139 0.025 0.034
C -1.3889 2.8709 2.1536 0.056 0.071 -0.256
C 1.9164 0.0824 3.3647 0.218 0.008 -0.169
C -1.8861 -0.6914 -5.0326 0.104 -0.156 -0.275
C 0.3356 -1.2908 -3.4795 -0.245 0.544 0.606
C -3.7041 -3.1827 -0.7163 0.068 -0.006 0.009
C 1.3676 -1.7321 -2.5458 0.091 -0.092 -0.217
C 5.1561 0.4731 0.7142 -0.083 -0.018 -0.059
C -1.5778 3.7215 1.0689 0.062 -0.276 -0.210
C 4.9517 -1.9109 1.4776 0.014 0.022 0.097
B -0.4243 0.5316 2.5227 -0.022 -0.352 -0.251
H -2.5321 -4.8810 1.1545 0.013 -0.019 0.002
H 5.8038 -2.2805 0.9084 0.002 0.035 -0.009
H -1.3438 2.2024 -2.7825 0.024 -0.028 -0.043
H -3.1775 -1.8420 4.5075 -0.006 0.004 0.014
H 1.0350 -2.4262 -5.1502 -0.007 0.011 -0.017
H -2.4963 2.4079 3.9222 0.013 -0.004 -0.022
H 0.8571 4.6923 -1.0569 0.005 0.023 -0.011
H -0.1624 5.6253 -2.1582 -0.009 -0.011 -0.001
H 2.5051 0.1775 5.3864 0.008 0.015 0.005
H -1.6098 -4.0451 -2.2554 0.010 0.008 -0.013
H 4.2700 -2.7456 1.6469 0.021 -0.011 0.003
H -3.9259 -2.1829 -1.0960 -0.027 -0.006 -0.004
H 6.1383 0.2268 0.3101 -0.008 -0.003 -0.010
H -0.4504 5.6977 -0.4187 0.008 0.005 0.007
H -4.3512 -3.3765 0.1373 -0.020 0.013 -0.001
H -0.6651 0.7430 3.6584 0.019 0.047 0.032
H 1.2394 1.3362 4.9651 0.017 -0.009 0.015
H -0.3334 -3.1881 -1.3866 0.013 -0.028 -0.024
H -2.8653 5.0555 -0.7690 -0.032 -0.010 -0.027
H -1.6823 -2.2965 -2.1524 -0.005 0.032 -0.092
H -3.2812 -3.1300 2.2271 0.015 -0.018 -0.011
H -1.5969 -1.1201 4.8213 -0.022 -0.010 0.008
H 4.7293 1.2730 0.1065 0.038 0.017 0.001
H -2.0320 4.6945 1.1197 0.044 0.009 -0.025
H 4.0127 -0.4985 3.4016 -0.027 0.067 -0.045
H -2.6419 4.9203 -2.5049 0.032 0.008 0.008
H -0.8839 -4.7982 0.5182 -0.012 -0.018 0.034
H 5.2900 0.8488 1.7273 -0.001 -0.003 0.019
H 5.2455 -1.4029 -1.1024 -0.003 -0.026 0.065
H 0.2860 2.9110 -2.7521 0.194 -0.109 -0.006
H -2.9372 -0.1087 4.2834 -0.002 -0.013 -0.002
H 2.1263 -2.4136 -2.9534 0.044 0.021 0.123
H 0.8451 -0.3719 5.1630 0.009 0.009 -0.006
H 5.3308 -1.5699 2.4390 0.043 -0.082 -0.052
H -2.7711 -0.5165 -5.6297 -0.001 0.044 0.023
H -2.1857 4.1234 3.6510 0.011 0.012 0.003
H -2.1893 -5.4595 -0.4717 -0.007 0.009 -0.002
H 3.7339 -0.6111 -1.4372 -0.182 0.216 -0.217
H -0.8890 3.0625 4.2217 -0.010 0.014 -0.008
H -3.9471 -3.9081 -1.4942 0.004 -0.005 0.012
H 3.7423 -2.2706 -0.8108 -0.094 -0.072 -0.064
H -3.2833 3.5494 -1.5957 -0.015 0.014 -0.007
H -1.0220 3.7593 -3.5152 -0.017 -0.006 0.008
```
Forces are in eV/Å.



Entry 3:
A single C3H6O2 molecule. Source: the OMol25 dataset; level of theory: the ωB97M-V functional and the def2-TZVPD basis.

Calculated values
E_tot = -7303.1175 eV
SMILES = CCOC=O
energy relative to the best compared isomer or geometry (same formula, charge and spin) = 0.561 eV
highest occupied orbital energy = -10.7 eV
frontier orbital gap = 11.68 eV

Structure (XYZ):
```
11
Properties=species:S:1:pos:R:3:forces:R:3
O -0.8317 -0.2400 0.4102 -0.033 -0.249 0.285
O -2.1447 -0.0753 -1.3794 -0.405 -0.120 0.035
C 1.5337 -0.1783 0.3792 -0.045 -0.262 -0.094
C -1.9878 -0.3823 -0.2290 -0.016 0.226 -0.610
C 0.2785 0.2720 -0.3550 0.808 0.296 0.370
H 1.5880 -1.2650 0.3443 0.186 -0.069 0.096
H -2.7809 -0.8142 0.4114 0.428 0.148 -0.038
H 1.5084 0.1353 1.4325 -0.040 -0.050 -0.348
H 0.2428 -0.0499 -1.4103 -0.128 0.101 0.619
H 2.4355 0.2369 -0.0886 -0.262 -0.076 0.054
H 0.2806 1.3606 -0.2853 -0.494 0.055 -0.369
```
Forces are in eV/Å.



Entry 4:
A molecular structure, CH4I2OSi. Source: the OMol25 dataset; level of theory: the ωB97M-V functional and the def2-TZVPD basis.

Calculated values
E_tot = -27229.1897 eV
energy relative to the best compared isomer or geometry (same formula, charge and spin) = 1.511 eV
highest occupied orbital energy = -8.9 eV
frontier orbital gap = 7.48 eV

Structure (XYZ):
```
9
Properties=species:S:1:pos:R:3:forces:R:3
I -1.0430 -1.7370 -2.3080 0.323 -0.033 1.256
I 2.8809 -1.5418 -0.2371 -2.320 -0.018 0.284
Si -0.3131 -1.4289 0.0689 2.692 2.984 -2.811
O -0.5187 0.1242 0.5140 -0.077 -3.064 0.461
C -0.0972 1.4000 0.2645 -0.410 1.841 -0.212
H -0.9688 2.0108 0.2983 -1.008 0.561 -0.286
H 0.3629 1.5999 -0.6805 0.491 -0.486 -0.688
H -0.7834 -2.2852 1.0406 -0.629 -1.300 1.292
H 0.4804 1.8580 1.0393 0.938 -0.485 0.705
```
Forces are in eV/Å.



Entry 5:
A single C16H22N2 molecule. Source: the OMol25 dataset; level of theory: the ωB97M-V functional and the def2-TZVPD basis.

Calculated values
E_tot = -19927.9839 eV
SMILES = Cc1cccc(CNCC[C@@]2(C)C=CC=CC2)n1
energy relative to the best compared isomer or geometry (same formula, charge and spin) = 2.360 eV
highest occupied orbital energy = -8.1 eV
frontier orbital gap = 8.93 eV

Structure (XYZ):
```
40
Properties=species:S:1:pos:R:3:forces:R:3
N 1.0177 0.8524 0.9745 0.587 -0.492 0.024
N 2.1047 -0.3665 -1.4681 0.362 0.027 0.660
C -0.4288 0.5475 0.8508 0.761 0.271 -0.146
C -1.1015 0.0130 2.1025 -0.161 -0.252 -0.264
C 2.2503 -2.3267 -2.8135 -0.039 -0.618 1.551
C 2.0469 -3.1360 -1.6769 0.420 0.251 0.309
C 1.9721 -1.1154 -0.3757 0.006 0.117 0.972
C -3.7741 -1.6232 0.6332 1.567 2.550 2.239
C -2.6551 0.2053 2.0925 -0.297 -0.129 0.556
C 1.9491 -2.5114 -0.4076 0.229 -0.205 -0.536
C 2.3280 -0.9508 -2.6368 -0.788 0.338 0.174
C -3.2634 -0.5573 3.3140 -0.246 -0.550 -1.019
C 1.9344 -0.3282 0.9740 -1.430 0.047 -1.008
C -3.7029 -2.5559 1.8069 0.336 2.848 0.934
C 2.5682 -0.0153 -3.7697 -0.322 -0.034 -0.075
C -3.0120 1.7062 2.2608 0.667 -0.348 0.535
C -3.4714 -2.0346 3.0579 -0.052 -0.911 -2.180
C -3.2835 -0.3236 0.7976 -0.921 -3.040 -0.027
H 1.2874 1.4480 0.1909 -0.097 -0.233 0.238
H -2.5840 2.2792 1.4544 -0.055 0.285 -0.461
H -0.6846 0.4908 2.9968 -0.074 -0.010 -0.095
H -4.2396 -0.1379 3.5740 -0.106 0.155 -0.079
H 2.3458 1.0206 -3.5045 0.085 -0.257 0.130
H 2.9529 -0.0521 1.2304 0.066 0.409 -0.084
H 1.9337 -3.0582 0.5532 -0.208 0.163 -0.829
H -3.3259 0.3141 -0.0616 0.075 0.491 -0.301
H 2.3935 -2.7626 -3.7781 0.020 -0.206 -0.454
H 2.0591 -4.2432 -1.7657 -0.142 0.929 0.063
H -0.6094 -0.1394 0.0309 -0.141 -0.322 -0.321
H -0.8674 -1.0542 2.1327 -0.196 -0.099 0.385
H -2.6513 -0.4397 4.1943 0.393 0.193 0.265
H -3.4129 -2.7216 3.8837 -0.055 -0.098 0.318
H -4.1845 -1.9525 -0.3002 -0.095 -0.060 -0.325
H -0.9124 1.4740 0.5782 0.021 0.420 -0.177
H 1.9089 -0.3157 -4.5722 0.068 0.071 -0.568
H -2.5423 2.1334 3.1809 -0.564 -0.471 -0.448
H -4.0970 1.8402 2.2655 0.176 0.078 0.102
H 1.5976 -0.9846 1.7639 -0.089 -0.341 0.211
H -3.8526 -3.5819 1.6124 -0.130 -1.052 0.143
H 3.6007 -0.0996 -4.0680 0.371 0.087 -0.411
```
Forces are in eV/Å.



Entry 6:
A single C2H5NOS molecule. Source: the OMol25 dataset; level of theory: the ωB97M-V functional and the def2-TZVPD basis.

Calculated values
E_tot = -16525.1729 eV
energy relative to the best compared isomer or geometry (same formula, charge and spin) = 3.209 eV
highest occupied orbital energy = -9.1 eV
frontier orbital gap = 9.20 eV

Structure (XYZ):
```
10
Properties=species:S:1:pos:R:3:forces:R:3
S 1.5766 -0.1331 -0.3208 -2.087 1.652 2.184
O 1.8262 -0.7426 -1.5934 1.049 -1.732 -2.573
N -0.0480 -0.8132 1.7808 3.282 -0.960 -5.559
C 0.2665 1.1627 -0.8067 3.182 -0.516 0.521
C 0.5229 -1.3605 0.6760 -1.958 5.955 4.763
H -0.2704 0.7549 -1.5739 -1.137 -1.380 -2.190
H -0.5839 -1.4076 2.3513 -0.751 -1.520 0.651
H 0.7689 2.0569 -1.1515 0.371 0.023 0.090
H -0.3785 1.3644 -0.0536 -1.757 0.747 2.687
H 0.5510 -2.3102 0.2715 -0.195 -2.269 -0.575
```
Forces are in eV/Å.